[1]
C29H38ClN4O2RuS2 | ωB97M-V/def2-TZVPD

The HOMO energy (spin up / spin down) comes out at -0.2599 / -0.2753 Eh. As for the multiplicity: 6. Its charge is 0. The orbital gap (spin up / spin down) comes out at 0.283 / 0.229 Eh. As for the expectation value of S²: 8.76.

Structure (XYZ):
```
77
C29H38ClN4O2RuS2 ωB97M-V/def2-TZVPD
Ru -0.385 -0.769 -0.101
C 1.753 1.753 1.074
N 1.933 0.379 0.563
C 2.715 -0.385 1.570
C 1.883 -0.866 2.740
N 0.952 -1.889 2.299
C 1.657 -3.158 2.025
C -0.140 -2.188 3.177
C -0.079 -1.979 4.550
C -1.145 -2.339 5.368
C -2.252 -2.959 4.809
C -2.307 -3.175 3.435
C -1.276 -2.760 2.593
S -1.449 -2.906 0.839
C 2.621 0.333 -0.719
C 3.410 1.391 -1.165
C 4.091 1.307 -2.370
C 3.999 0.145 -3.126
C 3.209 -0.906 -2.686
C 2.497 -0.831 -1.487
S 1.455 -2.165 -0.988
H 2.711 2.199 1.364
H 1.129 1.723 1.963
H 1.264 2.369 0.331
H 3.522 0.255 1.942
H 3.181 -1.226 1.067
H 1.320 -0.037 3.172
H 2.563 -1.236 3.520
H 2.088 -3.542 2.960
H 2.434 -3.025 1.280
H 0.948 -3.879 1.627
H 0.803 -1.529 4.994
H -1.097 -2.153 6.434
H -3.082 -3.265 5.437
H -3.187 -3.626 2.987
H 3.485 2.300 -0.583
H 4.683 2.148 -2.715
H 4.526 0.067 -4.071
H 3.104 -1.802 -3.287
C -1.669 1.828 1.771
N -2.214 0.518 1.379
C -2.781 -0.112 2.577
C -3.308 0.730 0.412
C -3.639 -0.513 -0.388
N -2.623 -0.748 -1.422
C -2.814 0.239 -2.498
C -2.767 -2.081 -2.029
H -2.473 2.487 2.127
H -1.164 2.297 0.933
H -0.967 1.689 2.595
H -3.523 0.561 3.029
H -2.005 -0.325 3.309
H -3.265 -1.048 2.312
H -3.014 1.544 -0.249
H -4.202 1.064 0.952
H -4.626 -0.395 -0.852
H -3.675 -1.384 0.261
H -3.861 0.222 -2.823
H -2.182 -0.016 -3.337
H -2.559 1.243 -2.172
H -3.708 -2.145 -2.589
H -2.771 -2.851 -1.265
H -1.934 -2.249 -2.710
Cl 2.537 5.053 -5.828
C 1.781 3.913 -4.750
C 1.324 4.350 -3.516
C 0.737 3.433 -2.658
C 0.612 2.100 -3.027
C 1.074 1.682 -4.268
C 1.659 2.588 -5.140
C 0.037 1.107 -2.073
O -0.027 -0.100 -2.395
O -0.363 1.500 -0.931
H 1.436 5.390 -3.236
H 0.373 3.747 -1.688
H 0.994 0.633 -4.529
H 2.032 2.274 -6.106
```

Charges in e, computed with natural (NBO), in the same order as the atoms: atom 1 (Ru): 1.477, atom 2 (C): -0.425, atom 3 (N): -0.508, atom 4 (C): -0.212, atom 5 (C): -0.234, atom 6 (N): -0.496, atom 7 (C): -0.422, atom 8 (C): 0.206, atom 9 (C): -0.274, atom 10 (C): -0.224, atom 11 (C): -0.222, atom 12 (C): -0.219, atom 13 (C): -0.204, atom 14 (S): -0.328, atom 15 (C): 0.197, atom 16 (C): -0.278, atom 17 (C): -0.210, atom 18 (C): -0.214, atom 19 (C): -0.209, atom 20 (C): -0.201, atom 21 (S): -0.179, atom 22 (H): 0.177, atom 23 (H): 0.201, atom 24 (H): 0.240, atom 25 (H): 0.189, atom 26 (H): 0.225, atom 27 (H): 0.203, atom 28 (H): 0.185, atom 29 (H): 0.174, atom 30 (H): 0.220, atom 31 (H): 0.233, atom 32 (H): 0.214, atom 33 (H): 0.214, atom 34 (H): 0.215, atom 35 (H): 0.221, atom 36 (H): 0.218, atom 37 (H): 0.216, atom 38 (H): 0.215, atom 39 (H): 0.223, atom 40 (C): -0.424, atom 41 (N): -0.483, atom 42 (C): -0.420, atom 43 (C): -0.227, atom 44 (C): -0.253, atom 45 (N): -0.457, atom 46 (C): -0.424, atom 47 (C): -0.427, atom 48 (H): 0.175, atom 49 (H): 0.239, atom 50 (H): 0.195, atom 51 (H): 0.174, atom 52 (H): 0.216, atom 53 (H): 0.218, atom 54 (H): 0.217, atom 55 (H): 0.186, atom 56 (H): 0.184, atom 57 (H): 0.234, atom 58 (H): 0.176, atom 59 (H): 0.230, atom 60 (H): 0.211, atom 61 (H): 0.176, atom 62 (H): 0.227, atom 63 (H): 0.223, atom 64 (Cl): -0.002, atom 65 (C): -0.022, atom 66 (C): -0.237, atom 67 (C): -0.180, atom 68 (C): -0.108, atom 69 (C): -0.168, atom 70 (C): -0.234, atom 71 (C): 0.762, atom 72 (O): -0.710, atom 73 (O): -0.799, atom 74 (H): 0.227, atom 75 (H): 0.231, atom 76 (H): 0.244, atom 77 (H): 0.228

***

[2]
C29H38CuN3OS2 | ωB97M-V/def2-TZVPD

The energy above the lowest of the compared OMol25 structures with the same formula, charge and spin comes out at 8.2 kcal/mol. The HOMO energy comes out at -0.2432 Eh. Its charge is 0. The orbital gap comes out at 0.230 Eh.

Structure (XYZ):
```
74
C29H38CuN3OS2 ωB97M-V/def2-TZVPD
Cu -0.197 0.700 0.183
S -0.696 2.282 -1.365
C 0.251 3.317 -0.349
C 0.517 4.667 -0.653
C 1.286 5.417 0.200
C 1.801 4.836 1.363
C 1.500 3.512 1.592
N 0.750 2.767 0.779
H 0.114 5.085 -1.564
H 1.497 6.454 -0.031
H 2.411 5.395 2.057
H 1.872 3.009 2.480
C 0.514 -3.442 1.103
C 1.876 -2.814 0.978
C 2.982 -3.601 0.671
C 4.237 -3.036 0.516
C 4.397 -1.665 0.655
C 3.319 -0.844 0.957
C 3.474 0.640 1.094
C 2.069 -1.440 1.134
N 0.941 -0.614 1.408
C 0.421 -0.637 2.575
C 1.009 -1.301 3.782
C -0.935 0.014 2.737
C -1.455 0.263 4.119
N -1.557 0.230 1.645
C -2.903 0.700 1.617
C -3.849 -0.218 1.151
C -3.424 -1.600 0.747
C -5.171 0.185 1.062
C -5.542 1.478 1.404
C -4.584 2.375 1.835
C -3.244 2.009 1.949
C -2.237 3.030 2.398
H 0.466 -4.355 0.511
H -0.274 -2.772 0.760
H 0.289 -3.716 2.137
H 2.847 -4.667 0.540
H 5.087 -3.660 0.277
H 5.373 -1.216 0.520
H 4.456 0.958 0.747
H 3.366 0.956 2.134
H 2.707 1.164 0.523
H 1.991 -1.718 3.570
H 0.357 -2.099 4.143
H 1.097 -0.575 4.591
H -0.818 0.981 4.639
H -1.451 -0.656 4.704
H -2.468 0.656 4.084
H -2.624 -1.556 0.005
H -4.263 -2.150 0.321
H -3.042 -2.171 1.596
H -5.914 -0.518 0.706
H -6.575 1.785 1.321
H -4.866 3.391 2.084
H -2.494 3.417 3.386
H -2.225 3.870 1.702
H -1.225 2.638 2.427
C 3.946 -1.157 -4.530
C 3.927 -0.928 -3.028
S 2.255 -0.604 -2.386
O 1.542 0.172 -3.438
C 1.626 -2.298 -2.473
C 0.121 -2.263 -2.267
H 4.941 -0.957 -4.928
H 3.237 -0.485 -5.013
H 3.684 -2.182 -4.788
H 4.500 -0.042 -2.752
H 4.321 -1.771 -2.457
H 2.128 -2.842 -1.670
H 1.903 -2.737 -3.432
H -0.131 -1.772 -1.323
H -0.285 -3.275 -2.250
H -0.359 -1.696 -3.063
```

Charges in e, computed with Mulliken, in the same order as the atoms: atom 1 (Cu): 0.096, atom 2 (S): -0.348, atom 3 (C): 0.457, atom 4 (C): -0.974, atom 5 (C): -0.186, atom 6 (C): -1.069, atom 7 (C): -0.018, atom 8 (N): 0.307, atom 9 (H): 0.459, atom 10 (H): 0.373, atom 11 (H): 0.412, atom 12 (H): 0.358, atom 13 (C): -1.704, atom 14 (C): 1.567, atom 15 (C): -0.724, atom 16 (C): -0.991, atom 17 (C): -0.860, atom 18 (C): 0.995, atom 19 (C): -1.238, atom 20 (C): -1.176, atom 21 (N): 1.018, atom 22 (C): 1.726, atom 23 (C): -2.159, atom 24 (C): 0.328, atom 25 (C): -2.161, atom 26 (N): 1.081, atom 27 (C): -0.584, atom 28 (C): 1.068, atom 29 (C): -1.227, atom 30 (C): -0.933, atom 31 (C): -0.939, atom 32 (C): -0.850, atom 33 (C): 1.368, atom 34 (C): -1.454, atom 35 (H): 0.482, atom 36 (H): 0.097, atom 37 (H): 0.355, atom 38 (H): 0.449, atom 39 (H): 0.413, atom 40 (H): 0.438, atom 41 (H): 0.540, atom 42 (H): 0.277, atom 43 (H): -0.091, atom 44 (H): 0.454, atom 45 (H): 0.383, atom 46 (H): 0.505, atom 47 (H): 0.356, atom 48 (H): 0.517, atom 49 (H): 0.397, atom 50 (H): 0.057, atom 51 (H): 0.465, atom 52 (H): 0.282, atom 53 (H): 0.399, atom 54 (H): 0.411, atom 55 (H): 0.482, atom 56 (H): 0.430, atom 57 (H): 0.430, atom 58 (H): -0.198, atom 59 (C): -1.200, atom 60 (C): -0.493, atom 61 (S): 0.440, atom 62 (O): -0.681, atom 63 (C): -0.333, atom 64 (C): -0.938, atom 65 (H): 0.401, atom 66 (H): 0.297, atom 67 (H): 0.284, atom 68 (H): 0.457, atom 69 (H): 0.212, atom 70 (H): 0.028, atom 71 (H): 0.578, atom 72 (H): -0.248, atom 73 (H): 0.393, atom 74 (H): 0.456